The following is a quantum chemistry calculation of a cluster of 9 separate species, C27H70BrFN3O11S in total, from OMol25.

The value obtained for the calculated total energy is -5134.3746 Eh.

The geometry in ORCA input format:
```
! wB97M-V def2-TZVPD RIJCOSX def2/J DEFGRID3
* xyz 1 1
N 2.93 -2.25 3.20
C 2.54 -0.93 3.38
N 1.59 -0.57 4.34
C 0.29 -1.27 4.13
C -0.46 -0.69 2.89
O -0.51 0.46 2.75
Br -1.30 -2.00 1.74
N 3.08 0.00 2.63
S 2.70 1.68 2.65
O 2.43 2.15 3.95
O 1.76 1.93 1.64
F 4.06 2.34 2.18
H 3.35 -2.41 2.29
H 3.64 -2.51 3.90
H 1.97 -0.90 5.24
H 0.40 -2.37 4.08
H -0.36 -1.06 5.00
H 3.78 -0.30 1.94
C -1.26 -1.96 -2.11
C -0.27 -2.90 -2.77
C -0.84 -3.51 -4.04
O 0.08 -3.94 -1.86
H -2.17 -2.50 -1.83
H -0.84 -1.54 -1.20
H -1.54 -1.14 -2.78
H 0.65 -2.36 -3.01
H -1.74 -4.09 -3.82
H -0.12 -4.19 -4.50
H -1.11 -2.73 -4.77
H -0.72 -4.43 -1.64
C -3.77 -5.87 -6.27
C -4.63 -4.93 -5.44
C -5.94 -4.62 -6.14
O -3.91 -3.71 -5.22
H -3.53 -5.43 -7.24
H -2.83 -6.08 -5.76
H -4.29 -6.82 -6.44
H -4.83 -5.37 -4.46
H -5.76 -4.13 -7.10
H -6.54 -3.93 -5.54
H -6.52 -5.53 -6.31
H -3.73 -3.31 -6.08
C 6.22 2.34 6.33
C 5.64 0.94 6.34
C 6.15 0.11 5.17
O 4.21 1.01 6.28
H 5.94 2.87 5.41
H 5.84 2.92 7.17
H 7.31 2.32 6.39
H 5.90 0.44 7.28
H 5.86 0.57 4.22
H 5.72 -0.89 5.19
H 7.24 0.02 5.20
H 3.98 1.45 5.45
C -4.05 0.90 -1.27
C -4.47 0.82 0.19
C -4.67 2.20 0.79
O -3.47 0.12 0.93
H -3.10 1.44 -1.37
H -3.90 -0.10 -1.68
H -4.81 1.41 -1.87
H -5.39 0.24 0.28
H -3.74 2.78 0.75
H -4.96 2.13 1.84
H -5.44 2.75 0.25
H -2.64 0.62 0.86
C -5.67 -1.88 -10.90
C -6.09 -1.96 -9.44
C -6.29 -0.58 -8.85
O -5.09 -2.66 -8.70
H -4.72 -1.35 -11.01
H -5.53 -2.89 -11.31
H -6.43 -1.37 -11.50
H -7.02 -2.53 -9.35
H -5.36 0.00 -8.88
H -6.57 -0.65 -7.80
H -7.06 -0.02 -9.38
H -4.27 -2.17 -8.77
C -4.08 3.46 -12.25
C -4.18 2.71 -10.93
C -2.84 2.69 -10.21
O -4.61 1.37 -11.18
H -3.37 2.98 -12.92
H -5.05 3.46 -12.76
H -3.77 4.50 -12.09
H -4.93 3.18 -10.29
H -2.08 2.18 -10.82
H -2.91 2.13 -9.27
H -2.49 3.70 -9.99
H -3.95 0.94 -11.74
C 3.36 5.81 7.21
C 3.90 4.96 8.35
C 3.32 5.41 9.69
O 5.32 5.06 8.39
H 3.63 6.86 7.34
H 3.79 5.49 6.26
H 2.27 5.74 7.14
H 3.66 3.91 8.18
H 3.59 6.44 9.90
H 3.72 4.80 10.50
H 2.23 5.32 9.69
H 5.55 5.99 8.54
C 7.14 -1.29 11.70
C 7.41 -0.85 10.27
C 7.17 0.64 10.10
O 6.56 -1.57 9.38
H 6.10 -1.10 11.98
H 7.31 -2.37 11.81
H 7.79 -0.77 12.41
H 8.44 -1.09 10.00
H 6.13 0.90 10.32
H 7.36 0.94 9.07
H 7.82 1.23 10.76
H 5.65 -1.37 9.61
*
```

Mulliken atomic charge list, values in e, 99 entries: N -0.412; C 0.140; N -0.017; C -0.827; C 0.549; O -0.399; Br -0.073; N -0.059; S 1.167; O -0.424; O -0.473; F -0.210; H 0.283; H 0.320; H 0.277; H 0.452; H 0.379; H 0.286; C -0.949; C 0.257; C -1.087; O -0.596; H 0.335; H 0.123; H 0.380; H 0.310; H 0.182; H 0.374; H 0.317; H 0.366; C -1.197; C 0.388; C -1.013; O -0.451; H 0.238; H 0.314; H 0.397; H 0.297; H 0.072; H 0.302; H 0.402; H 0.273; C -1.236; C 0.916; C -1.286; O -0.466; H 0.389; H 0.185; H 0.425; H -0.043; H 0.205; H 0.216; H 0.455; H 0.200; C -1.142; C 0.293; C -1.262; O -0.392; H 0.316; H 0.181; H 0.429; H 0.309; H 0.311; H 0.327; H 0.388; H 0.275; C -1.161; C 0.423; C -1.047; O -0.469; H 0.115; H 0.375; H 0.409; H 0.237; H 0.069; H 0.347; H 0.400; H 0.284; C -1.339; C 0.368; C -1.275; O -0.434; H 0.355; H 0.322; H 0.389; H 0.266; H 0.335; H 0.310; H 0.385; H 0.318; C -1.293; C 0.696; C -1.438; O -0.562; H 0.349; H 0.301; H 0.371; H 0.195; H 0.353

***

The following is a quantum chemistry calculation of a structure of composition C27H71ClIN8NbO6P3, from OMol25.

The value obtained for the calculated total energy is -3799.5442 Eh.

The geometry in ORCA input format:
```
! wB97M-V def2-TZVPD RIJCOSX def2/J DEFGRID3
* xyz -1 1
C -0.40 1.77 3.38
C -0.48 1.86 1.86
C 0.78 2.49 1.26
C 0.50 3.29 -0.02
O 1.45 4.32 -0.21
Nb 0.98 6.17 0.50
C 0.41 8.21 1.33
C -1.06 8.60 1.07
C -1.54 9.75 2.01
C -2.87 9.39 2.68
N -3.93 8.96 1.74
O -0.40 5.31 1.90
N -0.32 5.86 3.11
O -1.39 5.98 3.62
C 2.54 5.84 2.12
Cl 4.07 5.12 1.48
C 2.90 7.09 2.94
C 4.03 6.79 3.96
C 2.42 7.03 -1.04
I 3.40 5.41 -2.18
C 1.79 7.89 -2.16
C 1.28 9.27 -1.73
P -1.07 6.28 -1.09
C -2.60 5.53 -0.35
O -0.77 5.34 -2.43
H 0.11 0.86 3.72
H 0.13 2.62 3.81
H -1.40 1.76 3.83
H -1.37 2.44 1.61
H -0.62 0.87 1.42
H 1.53 1.72 1.07
H 1.20 3.18 1.99
H -0.54 3.62 -0.06
H 0.63 2.58 -0.85
H 0.50 8.22 2.42
H 1.09 8.99 0.99
H -1.66 7.73 1.33
H -1.22 8.94 0.05
H -0.81 9.87 2.80
H -1.65 10.67 1.42
H -2.72 8.57 3.38
H -3.28 10.26 3.20
H -3.72 9.32 0.81
H -3.86 7.96 1.61
H 2.17 5.11 2.84
H 2.03 7.29 3.57
H 3.17 7.93 2.31
H 3.95 5.76 4.28
H 5.02 6.98 3.56
H 3.83 7.38 4.86
H 3.25 7.60 -0.62
H 2.60 8.08 -2.88
H 1.05 7.35 -2.75
H 1.41 9.94 -2.58
H 1.85 9.70 -0.91
H 0.21 9.24 -1.54
H -2.70 5.75 0.71
H -2.62 4.47 -0.56
H -3.47 5.95 -0.86
H -0.58 4.43 -2.19
O 0.15 -1.55 1.57
P 0.54 -2.99 1.37
N -0.15 -3.74 2.76
C 0.44 -3.68 4.08
C -1.60 -3.68 2.79
N 2.24 -2.82 1.37
C 3.16 -3.58 2.18
C 2.76 -1.47 1.16
N 0.65 -4.50 0.46
C 0.00 -4.43 -0.85
C 0.41 -5.81 1.04
H 0.03 -4.49 4.70
H 0.26 -2.72 4.59
H 1.52 -3.86 4.05
H -2.02 -4.24 1.95
H -1.97 -2.65 2.73
H -1.99 -4.13 3.70
H 3.23 -3.19 3.20
H 4.16 -3.54 1.75
H 2.90 -4.64 2.23
H 2.73 -0.87 2.08
H 2.19 -0.95 0.39
H 3.79 -1.53 0.82
H -1.10 -4.42 -0.76
H 0.29 -5.26 -1.49
H 0.30 -3.51 -1.37
H -0.65 -6.01 1.24
H 0.96 -5.96 1.97
H 0.76 -6.56 0.33
O -0.54 -8.06 -2.24
P -1.36 -8.69 -3.34
N -1.12 -10.37 -3.01
C 0.13 -11.06 -3.26
C -1.78 -10.82 -1.80
N -0.43 -8.01 -4.62
C 0.22 -8.75 -5.67
C 0.36 -6.83 -4.29
N -2.62 -9.03 -4.57
C -3.89 -8.35 -4.28
C -2.89 -10.35 -5.10
H -0.06 -12.14 -3.30
H 0.89 -10.86 -2.49
H 0.54 -10.80 -4.23
H -2.87 -10.73 -1.90
H -1.48 -10.25 -0.92
H -1.57 -11.88 -1.61
H 1.18 -9.18 -5.34
H 0.43 -8.09 -6.52
H -0.40 -9.55 -6.07
H 1.29 -7.09 -3.77
H -0.20 -6.15 -3.66
H 0.61 -6.28 -5.20
H -4.43 -8.82 -3.45
H -4.55 -8.36 -5.16
H -3.71 -7.30 -4.03
H -3.41 -11.01 -4.39
H -1.98 -10.85 -5.43
H -3.53 -10.23 -5.98
*
```

Mulliken atomic charge list, values in e, 99 entries: C -1.397; C -0.428; C 0.516; C -0.602; O -0.368; Nb -0.540; C -1.045; C 0.679; C -0.780; C -0.739; N -0.747; O 0.024; N 0.285; O -0.533; C 0.370; Cl -0.202; C -0.316; C -1.342; C -0.748; I -0.122; C -0.698; C -0.920; P 0.390; C -0.926; O -0.559; H 0.286; H 0.363; H 0.346; H 0.272; H 0.479; H 0.243; H -0.535; H -0.340; H 0.359; H 0.433; H 0.632; H -0.520; H 0.330; H 0.344; H 0.364; H 0.286; H 0.382; H 0.302; H 0.359; H 0.401; H 0.077; H 0.278; H 0.294; H 0.314; H 0.432; H 0.641; H 0.589; H 0.470; H 0.458; H 0.252; H -0.033; H 0.096; H 0.344; H 0.406; H 0.347; O -0.575; P 0.158; N 0.352; C -0.970; C -1.053; N 0.257; C -1.067; C -1.075; N 0.126; C -1.019; C -0.905; H 0.382; H 0.245; H 0.279; H 0.249; H 0.194; H 0.397; H 0.391; H 0.369; H 0.223; H 0.308; H 0.286; H 0.465; H 0.333; H 0.346; H 0.371; H 0.265; H 0.264; H 0.397; O -0.860; P 0.616; N 0.258; C -1.023; C -1.068; N 0.248; C -1.037; C -0.917; N 0.090; C -1.027

***

The following is a quantum chemistry calculation of a cluster of 10 separate species, C27H71N3O10 in total, from OMol25.

The calculation puts the energy relative to the best compared isomer or geometry (same formula, charge and spin) at 2.0367 eV. The value obtained for the calculated total energy is -1987.8195 Eh. The SMILES is CC1(C)CCCC(C)(C)N1O.CC1(C)CCCC(C)(C)N1O.CC1(C)CCCC(C)(C)N1O.O.O.O.O.O.O.O.

The geometry in ORCA input format:
```
! wB97M-V def2-TZVPD RIJCOSX def2/J DEFGRID3
* xyz 0 1
C -1.85 1.59 -0.85
C -2.70 2.54 -1.73
C -2.00 3.91 -1.70
C -2.42 4.87 -2.83
C -2.35 4.15 -4.16
C -3.01 2.75 -4.27
N -2.67 1.98 -3.06
O -2.92 0.59 -3.17
C -4.53 3.01 -4.41
C -2.48 2.07 -5.54
C -4.19 2.70 -1.22
H -2.32 0.61 -0.77
H -1.62 1.93 0.16
H -0.87 1.43 -1.30
H -2.25 4.40 -0.76
H -0.93 3.71 -1.80
H -1.66 5.65 -2.85
H -3.36 5.42 -2.74
H -1.28 4.04 -4.40
H -2.76 4.65 -5.04
H -4.71 3.38 -5.42
H -4.99 2.03 -4.28
H -4.89 3.77 -3.71
H -2.61 2.76 -6.37
H -1.41 1.89 -5.45
H -3.07 1.17 -5.69
H -4.84 2.05 -1.81
H -4.60 3.70 -1.36
H -4.31 2.42 -0.17
H -2.02 0.25 -3.29
C 1.30 -4.82 -2.06
C 1.68 -3.41 -2.57
C 0.96 -2.38 -1.73
C 1.38 -2.27 -0.25
C 2.92 -2.02 -0.25
C 3.73 -3.00 -1.10
N 3.14 -3.21 -2.45
O 3.86 -4.14 -3.23
C 5.08 -2.32 -1.42
C 3.95 -4.33 -0.30
C 1.30 -3.21 -4.06
H 1.54 -5.03 -1.02
H 1.91 -5.56 -2.59
H 0.24 -5.06 -2.13
H 1.11 -1.35 -2.08
H -0.11 -2.59 -1.83
H 1.03 -3.18 0.25
H 0.84 -1.46 0.23
H 3.33 -1.89 0.76
H 3.03 -0.98 -0.57
H 5.75 -2.91 -2.03
H 4.85 -1.41 -1.99
H 5.54 -1.93 -0.51
H 3.98 -5.21 -0.94
H 4.80 -4.14 0.35
H 3.09 -4.52 0.33
H 0.21 -3.24 -4.04
H 1.70 -3.92 -4.78
H 1.52 -2.16 -4.21
H 4.61 -3.62 -3.53
C -2.00 0.24 6.89
C -1.78 -0.93 5.92
C -3.14 -1.52 5.53
C -3.01 -2.66 4.50
C -2.23 -2.21 3.27
C -0.94 -1.36 3.51
N -1.06 -0.51 4.71
O 0.10 0.21 4.99
C 0.28 -2.33 3.59
C -0.89 -0.39 2.32
C -0.92 -2.01 6.62
H -2.47 -0.21 7.77
H -2.72 0.99 6.58
H -1.06 0.67 7.22
H -3.71 -1.81 6.41
H -3.65 -0.68 5.05
H -4.05 -3.01 4.40
H -2.60 -3.55 4.99
H -2.93 -1.62 2.67
H -1.96 -3.05 2.62
H 1.01 -2.07 4.37
H 0.02 -3.35 3.88
H 0.89 -2.46 2.70
H -1.60 0.44 2.39
H -0.02 0.26 2.21
H -1.02 -0.89 1.35
H -0.06 -1.66 7.19
H -0.53 -2.82 6.01
H -1.51 -2.41 7.46
H 0.84 -0.41 4.86
O 1.32 5.39 -1.29
H 1.27 4.43 -1.41
H 1.75 5.50 -0.44
O 4.63 1.41 0.12
H 5.54 1.34 0.44
H 4.12 1.68 0.89
O 1.83 1.17 -3.10
H 2.71 1.57 -3.21
H 1.65 1.21 -2.15
O 0.44 2.91 1.63
H 1.04 3.66 1.63
H -0.24 3.13 2.27
O 1.75 1.35 -0.26
H 1.50 2.17 0.18
H 0.98 0.77 -0.12
O 2.40 1.10 2.65
H 2.31 1.75 3.35
H 2.18 1.57 1.85
O 4.07 3.15 -2.01
H 3.85 2.36 -1.50
H 4.97 3.35 -1.75
*
```

Mulliken atomic charge list, values in e, 99 entries: C -2.464; C 2.000; C -0.832; C -0.863; C -1.297; C 1.255; N 0.869; O -0.502; C -1.708; C -1.998; C -1.725; H 0.590; H 0.328; H 0.335; H 0.441; H 0.043; H 0.416; H 0.394; H 0.416; H 0.446; H 0.467; H 0.370; H 0.314; H 0.445; H 0.393; H 0.431; H 0.345; H 0.304; H 0.411; H 0.317; C -1.849; C 1.756; C -1.091; C 0.454; C -0.849; C 2.028; N 0.212; O -0.509; C -2.010; C -1.893; C -1.816; H 0.355; H 0.396; H 0.383; H -0.045; H 0.721; H 0.517; H -0.993; H 0.515; H -0.273; H 0.535; H 0.426; H 0.410; H 0.321; H 0.450; H 0.322; H 0.375; H 0.364; H 0.421; H 0.374; C -1.906; C 1.513; C -1.251; C -0.838; C -1.352; C 2.272; N 0.174; O -0.435; C -1.459; C -2.015; C -1.675; H 0.429; H 0.385; H 0.392; H 0.465; H 0.406; H 0.466; H 0.328; H 0.438; H 0.419; H 0.344; H 0.484; H -0.016; H 0.557; H 0.052; H 0.500; H 0.398; H 0.289; H 0.401; H 0.417; O -0.608; H 0.320; H 0.278; O -0.530; H 0.247; H 0.223; O -0.666; H 0.325; H 0.034

***

The following is a quantum chemistry calculation of a cluster of 7 separate species, C27H71N6O11 in total, from OMol25.

The calculation puts the energy relative to the best compared isomer or geometry (same formula, charge and spin) at 4.3162 eV. The value obtained for the calculated total energy is -2227.0684 Eh.

The geometry in ORCA input format:
```
! wB97M-V def2-TZVPD RIJCOSX def2/J DEFGRID3
* xyz -1 1
N -15.14 5.02 15.91
O -15.55 5.73 14.93
O -14.25 5.37 16.67
O -15.71 3.92 15.98
C -8.52 0.34 18.00
C -8.98 1.73 17.79
C -8.41 2.41 16.58
O -10.37 1.69 17.70
H -8.75 -0.01 19.00
H -7.43 0.35 17.87
H -8.93 -0.34 17.26
H -8.77 2.32 18.68
H -7.43 2.82 16.83
H -9.16 3.14 16.28
H -8.32 1.65 15.80
H -10.80 2.54 17.82
C -14.68 0.37 21.87
O -15.64 -0.40 21.20
C -16.38 -1.30 22.02
C -15.58 -2.56 22.57
N -14.97 -3.41 21.53
C -14.41 -4.62 22.03
C -13.40 -4.64 23.21
O -12.16 -3.98 22.96
C -11.33 -4.62 22.07
H -14.76 1.31 21.33
H -13.71 -0.14 21.81
H -14.81 0.75 22.88
H -17.22 -1.72 21.45
H -16.90 -0.93 22.90
H -16.26 -3.04 23.27
H -14.84 -1.99 23.13
H -15.74 -3.60 20.90
H -13.96 -5.23 21.26
H -15.24 -5.24 22.37
H -13.21 -5.68 23.46
H -13.84 -4.11 24.05
H -10.80 -5.39 22.63
H -10.64 -3.82 21.81
H -11.79 -4.93 21.13
C -20.83 13.21 11.87
O -20.03 12.24 11.24
C -19.15 11.40 12.02
C -19.90 10.12 12.71
N -20.20 9.03 11.73
C -21.32 9.43 10.94
C -22.67 9.41 11.78
O -23.02 8.01 12.03
C -24.38 7.76 12.62
H -21.58 13.78 11.33
H -20.20 14.06 12.17
H -21.21 12.71 12.76
H -18.64 11.95 12.81
H -18.43 11.07 11.28
H -20.75 10.56 13.23
H -19.25 9.86 13.54
H -19.43 8.79 11.11
H -21.37 8.80 10.05
H -21.16 10.35 10.39
H -23.35 9.89 11.08
H -22.92 9.98 12.68
H -25.25 7.92 11.99
H -24.46 8.23 13.60
H -24.34 6.68 12.76
C -11.54 1.03 11.78
C -10.92 -0.11 10.96
C -9.35 -0.07 10.91
O -8.97 1.15 10.41
C -7.65 1.14 9.97
N -11.53 -1.38 11.45
H -11.38 0.84 12.84
H -12.63 1.09 11.71
H -11.09 2.01 11.61
H -11.14 -0.10 9.89
H -8.96 -0.80 10.20
H -8.87 -0.40 11.84
H -7.09 0.63 10.75
H -7.20 2.10 9.70
H -7.41 0.47 9.15
H -11.03 -2.16 11.06
H -12.49 -1.41 11.14
C -15.53 3.02 6.28
C -15.56 2.89 7.79
C -16.04 4.11 8.62
O -15.60 5.42 8.30
C -14.36 5.85 8.82
N -16.15 1.63 8.13
H -15.12 3.95 5.89
H -16.57 2.93 5.97
H -15.01 2.23 5.74
H -14.51 2.84 8.08
H -15.91 3.95 9.69
H -17.12 4.17 8.45
H -14.42 5.87 9.90
H -14.08 6.84 8.47
H -13.57 5.14 8.55
H -17.11 1.80 8.38
H -15.94 1.18 9.01
C -20.04 6.35 20.25
C -20.17 7.78 19.78
C -18.81 8.55 19.53
O -19.01 9.86 19.03
C -18.23 10.91 19.69
N -20.85 7.71 18.53
H -19.79 5.62 19.48
H -21.02 6.15 20.66
H -19.45 6.30 21.17
H -20.76 8.46 20.39
H -18.15 8.02 18.83
H -18.19 8.46 20.42
H -18.62 11.12 20.69
H -18.23 11.85 19.13
H -17.22 10.61 19.95
H -20.83 8.70 18.32
H -21.83 7.54 18.73
*
```

Mulliken atomic charge list, values in e, 99 entries: N 0.927; O -0.646; O -0.649; O -0.633; C -1.333; C 0.557; C -1.144; O -0.562; H 0.318; H 0.353; H 0.340; H 0.223; H 0.334; H 0.354; H 0.247; H 0.313; C -0.779; O -0.338; C -0.713; C -0.676; N -0.237; C -0.721; C -0.555; O -0.325; C -0.715; H 0.312; H 0.269; H 0.334; H 0.436; H 0.360; H 0.342; H 0.350; H 0.265; H 0.398; H 0.447; H 0.372; H 0.344; H 0.266; H 0.248; H 0.319; C -0.653; O -0.352; C -0.644; C -0.536; N -0.318; C -0.705; C -0.482; O -0.338; C -0.728; H 0.256; H 0.286; H 0.273; H 0.423; H 0.291; H 0.162; H 0.387; H 0.284; H 0.479; H 0.363; H 0.320; H 0.403; H 0.279; H 0.295; H 0.256; C -1.338; C 0.581; C -0.746; O -0.294; C -0.824; N -0.742; H 0.375; H 0.335; H 0.301; H 0.172; H 0.377; H 0.398; H 0.329; H 0.268; H 0.327; H 0.225; H 0.257; C -1.275; C 0.707; C -0.811; O -0.377; C -0.676; N -0.718; H 0.290; H 0.320; H 0.314; H 0.130; H 0.412; H 0.317; H 0.320; H 0.242; H 0.267; H 0.269; H 0.269; C -1.403

***

| no. | lowest unoccupied orbital energy (eV) |
| --- | --- |
| 1 | -5.238 |
| 2 | 0.669 |
| 3 | -0.470 |
| 4 | 2.245 |